The following is a quantum chemistry calculation of one molecule with the formula C3H7NO2S at a distorted geometry, from OMol25.

E: -19641.263 eV
Max |F|: 3.93 eV/Å
LUMO: -0.017 Eh
Energy above the lowest of the compared OMol25 structures with the same formula, charge and spin: 100.11 kcal/mol
HOMO-LUMO gap: 9.937 eV

```
14
C3H7NO2S | OMol25 | wB97M-V/def2-TZVPD
C 0.434 -0.679 0.495
C -1.700 0.555 0.021
C -0.923 -0.763 -0.060
N 1.853 -0.363 -0.952
O 2.566 0.908 1.100
O 0.860 1.892 -0.422
S 1.489 0.776 0.165
H 0.924 -1.471 0.999
H -2.602 0.467 0.702
H -2.052 0.724 -1.020
H -1.240 1.466 0.408
H -0.766 -0.984 -1.070
H -1.533 -1.588 0.378
H 2.690 -0.939 -0.745
```

The following is a quantum chemistry calculation of a 3-piece molecular cluster, C3H7NO3 overall at a distorted geometry, from OMol25.

E: -10851.968 eV
SMILES: CC#[N+][O-].C=O.O
Max |F|: 7.76 eV/Å
LUMO: 0.013 Eh
Energy above the lowest of the compared OMol25 structures with the same formula, charge and spin: 147.58 kcal/mol
HOMO-LUMO gap: 9.143 eV

```
14
C3H7NO3 | OMol25 | wB97M-V/def2-TZVPD
C -1.863 0.745 -0.573
C -1.326 -0.516 -0.883
N -1.329 -1.634 -1.214
O -0.825 -2.682 -1.643
H -2.455 0.590 0.334
H -2.307 1.282 -1.395
H -0.930 1.305 -0.290
C 2.316 -0.157 2.989
O 2.381 0.952 2.673
H 2.760 -0.964 2.408
H 1.815 -0.548 3.919
O 0.252 0.522 -2.079
H 0.587 1.092 -2.626
H 0.925 0.013 -1.619
```

The following is a quantum chemistry calculation of one molecule with the formula C3H7NO3 at a distorted geometry, from OMol25.

E: -10852.835 eV
SMILES: CON(O)C(C)=O
Max |F|: 3.47 eV/Å
LUMO: 0.028 Eh
Energy above the lowest of the compared OMol25 structures with the same formula, charge and spin: 127.60 kcal/mol
HOMO-LUMO gap: 9.646 eV

```
14
C3H7NO3 | OMol25 | wB97M-V/def2-TZVPD
C -2.027 1.070 -0.346
O -1.221 0.980 0.858
N -0.195 0.113 0.901
O -0.498 -1.290 0.824
C 1.000 0.642 0.173
C 2.263 -0.054 0.329
O 0.858 1.747 -0.260
H -2.970 0.855 -0.060
H -1.778 0.384 -1.096
H -2.043 2.029 -0.795
H -1.347 -1.386 1.220
H 3.065 0.620 0.258
H 2.262 -0.666 1.189
H 2.366 -0.711 -0.464
```

The following is a quantum chemistry calculation of a 2-piece molecular cluster, C3H7NO3 overall at a distorted geometry, from OMol25.

E: -10856.692 eV
SMILES: O=CCNC=O.O
Max |F|: 1.40 eV/Å
LUMO: 0.017 Eh
Energy above the lowest of the compared OMol25 structures with the same formula, charge and spin: 38.65 kcal/mol
HOMO-LUMO gap: 10.110 eV

```
14
C3H7NO3 | OMol25 | wB97M-V/def2-TZVPD
O 1.284 2.296 -0.305
C 0.305 1.617 -0.172
C -0.023 0.759 1.019
N -0.132 -0.640 0.745
C -1.347 -1.251 0.565
O -2.407 -0.667 0.560
H -0.446 1.579 -0.968
H -0.944 1.099 1.493
H 0.696 0.950 1.819
H 0.641 -1.165 0.366
H -1.280 -2.349 0.557
O 1.655 -1.680 -1.798
H 2.589 -1.441 -1.863
H 1.348 -1.429 -2.680
```

The following is a quantum chemistry calculation of a 2-piece molecular cluster, C3H7NO3 overall at a distorted geometry, from OMol25.

E: -10851.007 eV
Max |F|: 2.88 eV/Å
LUMO (alpha / beta): 0.009 / 0.008 Eh
Energy above the lowest of the compared OMol25 structures with the same formula, charge and spin: 169.73 kcal/mol
HOMO-LUMO gap (alpha / beta): 6.371 / 6.318 eV

```
14
C3H7NO3 | OMol25 | wB97M-V/def2-TZVPD
C -1.110 -2.001 -0.008
C 1.638 1.597 0.004
C 0.435 -0.309 -0.073
N -1.741 1.097 0.236
O -2.032 1.504 -0.858
O 0.076 -1.469 -0.627
O 1.201 0.489 -0.808
H -1.028 -1.861 1.046
H -1.071 -3.067 -0.198
H -2.118 -1.621 -0.264
H 0.771 2.156 0.485
H 2.148 2.463 -0.620
H 2.428 1.238 0.714
H 0.403 -0.216 0.971
```

The following is a quantum chemistry calculation of one molecule with the formula C3H7NO3 at a distorted geometry, from OMol25.

E: -10856.349 eV
SMILES: O=C(O)NCCO
Max |F|: 1.31 eV/Å
LUMO: 0.021 Eh
Energy above the lowest of the compared OMol25 structures with the same formula, charge and spin: 46.56 kcal/mol
HOMO-LUMO gap: 10.179 eV

```
14
C3H7NO3 | OMol25 | wB97M-V/def2-TZVPD
O -1.746 -0.528 1.676
C -0.657 -0.108 1.449
O 0.460 -0.583 2.119
N -0.337 0.809 0.446
C -0.342 0.576 -0.987
C 1.042 0.088 -1.442
O 1.128 -0.277 -2.803
H 0.923 -1.100 1.448
H 0.208 1.565 0.841
H -0.608 1.520 -1.471
H -1.066 -0.219 -1.179
H 1.788 0.852 -1.159
H 1.224 -0.843 -0.915
H 0.644 0.371 -3.346
```

The following is a quantum chemistry calculation of C3H7NO3 as an isolated structure at a distorted geometry, from OMol25.

E: -10849.699 eV
Max |F|: 6.43 eV/Å
LUMO: 0.020 Eh
Energy above the lowest of the compared OMol25 structures with the same formula, charge and spin: 199.90 kcal/mol
HOMO-LUMO gap: 9.942 eV

```
14
C3H7NO3 | OMol25 | wB97M-V/def2-TZVPD
C 0.524 2.052 0.040
C 0.357 -0.512 0.163
C -1.804 -1.187 0.103
H 0.084 2.394 -0.974
H 1.382 2.784 0.389
H -0.517 2.266 0.706
H -2.248 -1.370 1.447
H -2.815 -0.864 -0.827
H -1.246 -2.267 -0.270
H 2.615 -0.624 -0.496
N 1.004 -1.547 0.050
O 1.055 0.671 0.046
O -0.827 -0.263 -0.338
O 2.433 -1.533 -0.037
```

The following is a quantum chemistry calculation of one molecule with the formula C3H7NO4 at a distorted geometry, from OMol25.

E: -12900.506 eV
SMILES: CN(O)C(O)=C(O)O
Max |F|: 5.10 eV/Å
LUMO: 0.018 Eh
Energy above the lowest of the compared OMol25 structures with the same formula, charge and spin: 126.38 kcal/mol
HOMO-LUMO gap: 8.089 eV

```
15
C3H7NO4 | OMol25 | wB97M-V/def2-TZVPD
C 1.337 0.993 0.980
N 0.659 0.559 -0.235
O 1.575 -0.325 -0.969
C -0.815 0.042 -0.166
O -1.650 0.881 0.511
C -1.045 -1.272 -0.318
O -0.176 -2.155 -0.808
O -2.458 -1.441 -0.529
H 1.466 0.164 1.688
H 2.321 1.424 0.761
H 0.733 1.767 1.466
H 1.534 0.056 -1.866
H -1.338 1.776 0.299
H 0.761 -1.612 -0.923
H -2.905 -0.857 0.111
```

The following is a quantum chemistry calculation of a 2-piece molecular cluster, C3H7NO4 overall at a distorted geometry, from OMol25.

E: -12899.057 eV
Max |F|: 4.42 eV/Å
LUMO (alpha / beta): 0.014 / 0.002 Eh
Energy above the lowest of the compared OMol25 structures with the same formula, charge and spin: 159.81 kcal/mol
HOMO-LUMO gap (alpha / beta): 7.827 / 8.673 eV

```
15
C3H7NO4 | OMol25 | wB97M-V/def2-TZVPD
C 0.654 -0.941 0.392
C -0.477 -1.194 -0.474
C 1.173 0.517 0.275
N -1.423 1.177 -0.682
O -2.301 0.976 0.025
O -1.688 -1.386 0.026
O 0.196 1.306 0.921
O 1.397 0.891 -0.984
H 1.527 -1.659 0.023
H 0.348 -1.258 1.405
H -0.391 -1.009 -1.551
H 2.125 0.442 0.893
H -2.373 -0.505 0.207
H 0.602 2.108 1.003
H 0.632 0.534 -1.479
```

The following is a quantum chemistry calculation of one molecule with the formula C3H7NO4S at a distorted geometry, from OMol25.

E: -23735.541 eV
Max |F|: 6.54 eV/Å
LUMO: -0.012 Eh
Energy above the lowest of the compared OMol25 structures with the same formula, charge and spin: 99.68 kcal/mol
HOMO-LUMO gap: 8.981 eV

```
16
C3H7NO4S | OMol25 | wB97M-V/def2-TZVPD
C 0.851 -1.240 -0.306
C 1.137 -0.233 0.754
C -1.090 -0.263 0.142
N -0.200 0.120 1.201
O -0.720 0.041 -2.424
O -2.511 1.432 -1.376
O -0.272 2.079 -1.130
O 1.944 0.862 0.313
S -1.022 0.906 -1.320
H 1.210 -0.955 -1.279
H 0.645 -2.294 0.042
H 1.686 -0.693 1.480
H -1.864 -0.953 0.199
H -0.410 0.970 1.775
H -2.376 2.159 -1.994
H 1.605 1.225 -0.543
```

The following is a quantum chemistry calculation of a 2-piece molecular cluster, C3H7NO5 overall at a distorted geometry, from OMol25.

E: -14947.203 eV
SMILES: O=C(O)OO.N/C=C\O
Max |F|: 2.75 eV/Å
LUMO: 0.007 Eh
Energy above the lowest of the compared OMol25 structures with the same formula, charge and spin: 129.05 kcal/mol
HOMO-LUMO gap: 8.558 eV

```
16
C3H7NO5 | OMol25 | wB97M-V/def2-TZVPD
O -1.707 1.338 -0.848
C -1.254 0.607 0.018
O -2.013 -0.128 0.852
O -0.057 1.229 0.825
O -0.073 2.669 0.702
H -1.427 -0.815 1.234
H -0.751 2.772 -0.003
N -0.040 -1.930 0.316
C 0.037 -0.876 -0.639
C 1.132 -0.019 -0.634
O 2.184 -0.263 0.154
H -0.329 -2.807 -0.098
H 0.830 -2.057 0.824
H -0.478 -1.036 -1.580
H 1.207 0.789 -1.351
H 2.739 0.528 0.226
```

The following is a quantum chemistry calculation of one molecule with the formula C3H7NO7S at a distorted geometry, from OMol25.

E: -29881.437 eV
SMILES: NC(=O)[C@](O)(CO)OS(=O)(=O)O
Max |F|: 5.63 eV/Å
LUMO: 0.017 Eh
Energy above the lowest of the compared OMol25 structures with the same formula, charge and spin: 6.83 kcal/mol
HOMO-LUMO gap: 10.775 eV

```
19
C3H7NO7S | OMol25 | wB97M-V/def2-TZVPD
N 1.381 1.168 -1.484
C 0.513 0.181 -1.179
O 0.070 -0.615 -1.967
C -0.005 0.114 0.343
O -0.809 1.202 0.558
C 1.284 0.174 1.285
O 1.833 1.481 1.328
O -0.505 -1.096 0.604
S -1.988 -1.505 0.124
O -2.413 -2.336 1.210
O -2.715 -0.269 -0.079
O -1.786 -2.293 -1.117
H 1.737 1.285 -2.420
H 1.751 1.717 -0.592
H -1.562 0.925 0.084
H 2.065 -0.262 0.823
H 0.854 -0.131 2.249
H 1.306 2.048 1.883
H -1.012 -1.787 -1.649
```